i | {"formula": "C2H5N3O3", "method": "ωB97M-V/def2-TZVPD", "species": ["C", "C", "H", "H", "H", "H", "H", "N", "N", "N", "O", "O", "O"], "xyz": [[-0.01, -1.47, -0.67], [-0.89, 0.40, 0.74], [2.92, -1.55, -1.55], [-0.84, -2.12, -0.72], [1.52, 0.92, -0.72], [-1.24, -0.33, 1.51], [-2.14, 2.85, 1.98], [1.01, -1.97, -1.23], [-0.04, -0.13, -0.22], [-0.99, 1.71, 0.94], [2.21, -1.13, -1.02], [0.56, 0.91, -0.91], [-2.07, 1.91, 1.86]], "homo_ev": -8.538, "charge": 0, "homo_lumo_gap_ev": 9.223, "spin_multiplicity": 1, "e_lumo_ev": 0.69, "smiles": "O/N=C\\N(O)/C=N/O"}

ii | {"formula": "C2H5N3O3", "method": "ωB97M-V/def2-TZVPD", "species": ["C", "C", "H", "H", "H", "H", "H", "N", "N", "N", "O", "O", "O"], "xyz": [[0.01, -0.56, 0.37], [-2.26, -0.39, -0.06], [1.98, 1.21, -0.15], [0.63, 1.46, -0.97], [-0.32, 1.24, 1.31], [-3.23, -0.74, 0.33], [2.42, -1.66, -0.80], [1.04, 1.61, -0.05], [0.38, 0.70, 0.83], [0.71, -1.40, -0.25], [-1.29, -0.96, 0.70], [-2.09, 0.42, -0.93], [2.01, -0.92, -0.34]], "homo_ev": -9.403, "charge": 0, "homo_lumo_gap_ev": 10.205, "spin_multiplicity": 1, "e_lumo_ev": 0.80, "smiles": "NN/C(=N\\O)OC=O"}

Winner for stability: ii

i | {"formula": "C20H29N3O4S", "method": "ωB97M-V/def2-TZVPD", "species": ["C", "H", "H", "H", "C", "N", "S", "O", "O", "C", "C", "N", "C", "N", "C", "H", "H", "C", "C", "C", "C", "C", "C", "C", "H", "O", "C", "H", "H", "H", "O", "C", "H", "H", "H", "H", "H", "H", "H", "C", "H", "H", "H", "C", "C", "H", "H", "H", "C", "C", "H", "H", "H", "H", "H", "H", "H"], "xyz": [[-3.20, -1.54, -2.63], [-3.56, -2.45, -3.10], [-2.13, -1.46, -2.79], [-3.68, -0.69, -3.10], [-3.52, -1.58, -1.14], [-2.97, -0.44, -0.43], [-2.30, -0.79, 1.07], [-2.87, -2.00, 1.60], [-2.35, 0.39, 1.89], [-0.57, -1.11, 0.73], [-0.08, -1.79, -0.36], [1.20, -2.02, -0.56], [2.10, -1.58, 0.34], [3.41, -1.82, 0.07], [4.47, -1.06, 0.68], [4.27, -0.95, 1.75], [5.39, -1.64, 0.58], [4.67, 0.33, 0.04], [3.36, 1.07, -0.01], [2.88, 1.79, 1.07], [1.61, 2.34, 1.04], [0.78, 2.20, -0.07], [1.27, 1.49, -1.18], [2.55, 0.95, -1.13], [2.88, 0.41, -2.00], [0.63, 1.28, -2.37], [-0.77, 1.43, -2.48], [-1.30, 0.84, -1.73], [-1.01, 1.07, -3.48], [-1.07, 2.48, -2.40], [-0.47, 2.75, -0.14], [-1.05, 3.29, 1.03], [-0.45, 4.11, 1.44], [-1.20, 2.52, 1.79], [-2.02, 3.68, 0.72], [1.26, 2.88, 1.90], [3.49, 1.92, 1.95], [5.40, 0.88, 0.64], [5.07, 0.21, -0.97], [3.75, -2.50, -1.16], [3.99, -1.80, -1.96], [2.90, -3.10, -1.47], [4.61, -3.14, -0.99], [1.67, -0.96, 1.54], [0.33, -0.72, 1.71], [-0.04, -0.23, 2.60], [2.37, -0.67, 2.31], [-0.73, -2.18, -1.13], [-3.73, 0.80, -0.48], [-5.03, 0.76, 0.31], [-4.82, 0.52, 1.35], [-5.73, 0.03, -0.09], [-5.51, 1.74, 0.27], [-3.08, 1.56, -0.07], [-3.92, 1.03, -1.53], [-3.09, -2.47, -0.68], [-4.61, -1.64, -1.00]], "homo_ev": -7.746, "charge": 0, "homo_lumo_gap_ev": 8.507, "spin_multiplicity": 1, "e_lumo_ev": 0.76, "smiles": "CCN(CC)S(=O)(=O)c1ccc(N(C)CCc2ccc(OC)c(OC)c2)nc1"}

ii | {"formula": "C20H29N3O4S", "method": "ωB97M-V/def2-TZVPD", "species": ["C", "H", "H", "H", "C", "C", "H", "H", "H", "C", "H", "C", "N", "C", "O", "C", "C", "C", "N", "S", "O", "O", "C", "C", "C", "C", "C", "C", "H", "C", "C", "C", "O", "N", "H", "H", "H", "H", "H", "H", "H", "C", "C", "H", "H", "H", "H", "H", "H", "H", "H", "H", "H", "H", "H", "H", "H"], "xyz": [[4.67, 4.45, -2.62], [4.83, 5.45, -2.24], [5.15, 3.74, -1.95], [5.16, 4.37, -3.59], [3.18, 4.14, -2.76], [2.99, 2.70, -3.21], [1.93, 2.44, -3.24], [3.40, 2.56, -4.21], [3.50, 2.01, -2.54], [2.41, 4.47, -1.47], [2.52, 5.54, -1.27], [2.86, 3.73, -0.20], [2.41, 2.35, -0.16], [3.25, 1.31, -0.01], [4.46, 1.43, 0.09], [2.56, -0.05, 0.04], [1.59, -0.11, 1.23], [0.74, -1.38, 1.18], [0.09, -1.58, -0.10], [-1.20, -0.54, -0.39], [-1.63, -0.77, -1.73], [-0.93, 0.83, -0.02], [-2.40, -1.22, 0.74], [-2.90, -0.46, 1.79], [-3.84, -1.02, 2.64], [-4.27, -2.33, 2.43], [-3.74, -3.10, 1.38], [-2.81, -2.52, 0.54], [-2.39, -3.07, -0.29], [-4.21, -4.52, 1.25], [-5.68, -4.62, 1.64], [-5.94, -4.03, 3.01], [-6.74, -4.46, 3.80], [-5.21, -2.91, 3.28], [-5.44, -2.42, 4.13], [-6.29, -4.07, 0.92], [-6.02, -5.66, 1.64], [-3.61, -5.15, 1.92], [-4.05, -4.87, 0.23], [-4.25, -0.45, 3.46], [-2.56, 0.55, 1.91], [1.04, -1.63, -1.20], [1.84, -0.34, -1.29], [2.58, -0.41, -2.09], [1.15, 0.47, -1.53], [1.69, -2.49, -1.03], [0.46, -1.79, -2.11], [1.35, -2.27, 1.37], [-0.05, -1.34, 1.94], [0.92, 0.74, 1.21], [2.15, -0.09, 2.16], [3.34, -0.80, 0.18], [1.42, 2.19, -0.25], [3.95, 3.71, -0.12], [2.45, 4.25, 0.67], [1.35, 4.26, -1.63], [2.77, 4.80, -3.53]], "homo_ev": -9.105, "charge": 0, "homo_lumo_gap_ev": 9.459, "spin_multiplicity": 1, "e_lumo_ev": 0.35, "smiles": "CC(C)CCNC(=O)C1CCN(S(=O)(=O)c2ccc3c(c2)CCC(=O)N3)CC1"}

Winner for stability: ii